No. 1
Molecular formula: CH5N2
Method: DFT, ωB97M-V with the def2-TZVPD basis set

XYZ file:
```
8
Properties=species:S:1:pos:R:3:forces:R:3
N -1.4079 -1.4470 -0.8534 0.248 0.128 0.025
C -1.6806 -2.7227 -0.6739 -1.070 0.085 0.370
N -0.9234 -3.7948 -0.7226 0.077 0.121 -0.197
H 15.2929 30.7647 8.7642 -0.520 -0.209 -0.183
H -0.4178 -1.1755 -0.7233 0.054 -0.145 -0.147
H -2.7571 -2.8815 -0.4174 0.520 -0.164 -0.146
H -0.0530 -3.6432 -1.2570 0.170 -0.025 0.095
H 14.6244 30.4956 8.5286 0.520 0.209 0.183
```
Forces are in eV/Å.

For the frontier orbital gap, the calculation gives 3.6 eV. The energy comes out at -4084.064 eV. Its total charge is +1.

=====

No. 2
Molecular formula: C18H40Cl15O24P
Method: DFT, ωB97M-V with the def2-TZVPD basis set

XYZ file:
```
98
Properties=species:S:1:pos:R:3:forces:R:3
O -0.7190 0.7787 0.3294 0.707 -2.225 -3.116
Cl -7.0403 -0.9880 0.1041 1.427 -0.606 -0.326
Cl 3.1557 -0.3000 4.8811 -0.158 -0.495 -0.720
Cl 1.5270 5.5274 -3.7825 -0.049 0.136 0.027
Cl -5.9465 1.7725 -0.8280 0.627 -1.537 0.422
Cl -5.1083 -3.5771 -0.1414 0.120 -0.102 0.190
Cl 0.0215 -0.0112 5.0392 0.395 -0.966 -1.109
Cl 4.4090 -1.3395 2.2383 0.140 0.234 -0.221
Cl 0.3702 3.1156 -5.4203 0.731 0.099 1.325
Cl 2.2880 5.2412 -0.7626 -0.629 -1.187 -0.527
Cl -3.1144 2.0687 -2.0171 0.033 -0.493 0.326
Cl -2.1083 -3.2005 -1.1923 -1.047 1.070 0.557
Cl -1.7172 -0.9114 2.5868 0.540 -0.022 -0.103
Cl 2.6317 -2.1805 -0.2391 0.187 0.455 0.605
Cl 0.2703 0.4174 -4.2012 0.016 -0.874 0.433
Cl 2.0651 2.4706 0.5987 -0.062 -0.860 -1.184
O -1.4367 -0.3881 -1.8475 1.061 -0.744 0.971
O -0.0291 -1.6124 0.0935 -1.270 0.611 -1.389
O 1.1509 0.2006 -1.2972 -1.202 -2.089 -0.117
C -5.3210 -0.9572 -0.4035 -2.925 3.514 0.879
C 2.1894 -0.7807 3.5099 -1.197 1.142 0.348
C 1.3445 4.0133 -3.0220 0.191 -0.683 0.568
C -4.8692 0.3266 -0.7473 0.416 2.365 -1.595
C -4.5056 -2.0023 -0.4148 2.915 -1.789 -1.084
C 0.8067 -0.6732 3.6174 -0.956 0.106 -0.838
C 2.7019 -1.1000 2.2547 2.694 -0.495 1.880
C 0.8739 2.9177 -3.7446 -0.143 0.548 -0.394
C 1.7238 3.8257 -1.6570 -0.300 0.584 -1.214
C -3.5879 0.5899 -1.2992 -0.744 -1.414 0.733
C -3.1517 -1.7912 -0.8888 -0.689 -0.893 -0.173
C 0.0192 -0.9828 2.4578 -0.606 0.542 1.508
C 1.9622 -1.4203 1.1706 1.030 -0.731 -0.694
C 0.7879 1.6471 -3.1338 -0.421 0.764 -2.077
C 1.6155 2.5489 -1.1175 0.325 0.686 1.858
C -2.7311 -0.5279 -1.2991 0.385 -0.263 -0.205
C 0.6182 -1.3038 1.2643 -0.482 -0.409 0.329
C 1.1269 1.4340 -1.8346 1.231 2.625 0.042
P -0.2746 -0.2405 -0.7250 -2.290 2.970 3.993
O 2.1896 -0.8213 -6.3391 0.827 -1.845 0.524
H 2.6339 -1.4903 -6.9545 -0.848 1.317 1.577
H 2.2091 -1.1961 -5.3994 0.049 0.495 -2.072
O -4.2060 0.6875 3.7443 -1.341 1.314 0.797
H -3.9588 1.2860 4.5218 -0.698 -1.061 -1.801
H -5.1432 0.9272 3.4476 2.077 -0.270 0.933
O -2.7858 -0.2032 -5.2820 1.047 -0.153 -1.260
H -2.3047 -0.1645 -6.1712 -0.944 -0.464 2.028
H -2.4624 -1.0226 -4.7841 -0.197 1.080 -1.136
O -2.3092 -2.5515 -4.4304 0.408 -2.137 0.989
H -1.5811 -3.2456 -4.3216 -1.863 1.582 0.011
H -3.1346 -2.8823 -3.9478 1.590 -0.034 -0.830
O 5.5525 -2.6972 -0.2361 1.767 1.188 0.154
H 6.4942 -2.9003 0.0733 -1.977 0.827 -0.698
H 5.4541 -1.6927 -0.3077 0.558 -2.197 0.329
O -2.5666 2.5711 -5.5080 -0.570 -0.972 -1.497
H -2.6777 1.6022 -5.2383 0.066 1.449 -0.700
H -2.6928 2.6359 -6.5098 0.175 -0.413 2.290
O -1.2210 -2.4798 6.7636 -1.363 0.883 -1.048
H -1.3545 -2.5854 5.7662 0.015 0.608 2.233
H -1.8626 -1.7706 7.0941 1.281 -1.549 -1.128
O 5.1788 4.2538 -0.4501 -0.312 -1.842 -0.970
H 5.2791 3.3235 -0.0649 -0.381 1.911 -1.070
H 4.7807 4.1700 -1.3765 0.904 -0.140 2.097
O 0.7734 -3.0355 -2.4985 -0.321 -2.025 -0.280
H 0.5716 -3.6225 -3.2975 0.513 1.008 2.001
H 0.8024 -3.6229 -1.6752 -0.072 1.034 -1.868
O -5.7582 -6.5520 -1.1309 1.908 -0.537 0.297
H -5.0449 -6.7877 -1.8087 -1.371 0.269 1.907
H -5.3656 -6.6706 -0.2060 -0.522 0.115 -2.177
O -0.7665 -4.0504 2.1271 -1.279 0.559 1.253
H -1.4047 -3.2885 1.9371 1.138 -1.655 0.755
H -0.9350 -4.3749 3.0705 0.127 0.956 -2.073
O -4.4026 -4.0713 -3.4316 -1.864 -1.133 0.365
H -5.3635 -3.7554 -3.4529 1.944 -1.020 0.164
H -4.3970 -5.0453 -3.1577 -0.312 2.326 -0.519
O 1.1160 2.5073 6.3408 1.313 -1.267 0.957
H 2.1264 2.4888 6.3923 -2.299 -0.330 0.057
H 0.7634 1.6578 6.7624 1.204 1.809 -0.836
O -0.8190 2.9528 1.6830 0.422 1.096 -1.938
H -0.7301 2.1613 1.0590 -0.185 1.292 0.824
H -0.6013 3.7917 1.1608 -0.564 -1.947 1.103
O 3.9695 2.5731 3.1926 -0.365 0.949 1.761
H 4.4396 2.4259 4.0764 -1.353 0.523 -1.949
H 3.2642 3.2862 3.3258 1.591 -1.456 0.043
O -0.9566 3.0167 4.3288 1.249 -0.900 -0.360
H -0.0666 2.6286 4.6136 -1.892 0.969 -0.747
H -1.0439 2.9031 3.3272 0.529 0.169 1.504
O 7.2154 -1.2658 3.8848 -1.373 -0.721 0.938
H 6.5938 -2.0463 4.0526 1.245 1.949 -0.190
H 6.8986 -0.4846 4.4443 0.278 -1.629 -1.226
O 3.5507 1.6300 -5.2779 -0.399 -1.510 1.200
H 3.0785 0.8565 -5.7280 0.856 1.251 1.043
H 3.7019 1.3854 -4.3078 -0.440 0.242 -2.245
O -3.5902 4.5414 -0.1122 -1.278 -0.131 1.587
H -4.0719 3.6822 0.1191 0.955 2.018 -0.203
H -3.8314 5.2352 0.5836 0.365 -1.802 -1.360
O 6.3373 0.6850 5.4503 -0.647 1.345 2.340
H 6.5013 0.2971 6.3704 -0.439 1.119 -1.807
H 5.9358 1.6067 5.5639 1.062 -2.085 0.019
```
Forces are in eV/Å.

For the frontier orbital gap, the calculation gives 8.4 eV. The energy comes out at -265579.191 eV. Its total charge is 0.

=====

No. 3
Molecular formula: C42H105BF4N7Na3O18P
Method: DFT, ωB97M-V with the def2-TZVPD basis set

XYZ file:
```
181
Properties=species:S:1:pos:R:3:forces:R:3
Na 2.9005 -1.4034 5.3649 0.267 1.173 0.997
Na 5.6157 2.9640 4.5859 -0.777 -0.623 0.968
Na 0.0542 2.9255 6.0261 1.293 -0.334 0.441
B 1.3604 1.4127 2.2173 0.121 0.468 -1.768
F 0.7477 1.6327 0.9477 -0.091 -0.562 0.010
F 2.5509 0.7284 2.0829 1.039 -1.171 -0.370
F 1.6597 2.6329 2.7102 0.377 2.464 1.193
F 0.5336 0.7634 3.0743 -1.426 -1.215 1.152
P 3.6174 1.7593 8.0388 0.868 0.865 0.570
O 4.0983 2.1311 9.4665 -0.238 -0.635 -0.999
O 4.6229 0.8941 7.2188 1.504 -1.120 -1.098
O 3.3988 3.0473 7.1992 -0.346 1.746 -1.424
O 2.3072 0.9702 8.0078 -2.567 -1.348 -0.010
C 0.1853 -4.3921 5.0922 1.407 -0.233 1.417
O 0.9804 -4.5240 6.3166 -0.134 0.450 -2.255
C 0.2675 -4.6400 7.5089 0.842 0.323 0.614
C 1.3116 -4.7036 8.6301 -0.758 -1.014 -0.581
N 2.3466 -3.7332 8.4730 1.167 -0.503 0.469
C 3.4328 -3.8833 9.4785 0.183 0.211 -0.962
C 4.1993 -5.2441 9.4887 -1.214 0.399 0.634
O 3.5271 -6.1228 10.3932 0.198 -1.940 0.762
C 4.1977 -7.4210 10.5713 0.485 1.552 -0.923
H -0.3500 -5.3293 4.9402 -0.690 0.343 -0.019
H 0.8789 -4.3060 4.2557 0.272 -0.060 0.141
H -0.3621 -3.4499 5.1194 -0.665 -0.341 0.051
H -0.3003 -5.5703 7.4960 -0.495 0.060 0.206
H -0.3314 -3.7588 7.7388 -0.583 0.101 -0.478
H 1.7233 -5.7117 8.5807 0.411 0.052 0.095
H 0.7607 -4.6715 9.5701 -0.087 0.178 0.451
H 2.0102 -2.7834 8.5421 -0.160 0.222 0.039
H 3.0667 -3.6129 10.4689 0.061 -0.515 0.396
H 4.1277 -3.0817 9.2283 0.270 -0.108 0.012
H 5.2067 -5.0766 9.8696 0.224 0.076 -0.152
H 4.2219 -5.7522 8.5247 0.164 0.415 -0.423
H 5.2670 -7.2498 10.4469 0.342 0.138 0.601
H 4.0450 -8.1477 9.7734 -0.889 0.068 -0.269
H 3.9954 -7.8980 11.5302 -0.274 0.502 -0.018
C -1.4118 1.1102 -9.0255 -0.294 0.925 0.267
O -1.7745 1.5596 -7.6959 0.755 -0.699 -0.592
C -1.1934 0.7258 -6.6945 0.886 -0.619 0.210
C 0.3394 0.9450 -6.4890 -0.994 0.482 0.406
N 0.6478 2.3248 -6.0891 0.897 -0.432 -0.636
C 0.3109 2.6376 -4.7078 0.402 0.697 -0.189
C 0.6854 4.0844 -4.3412 -0.068 -0.391 -0.626
O -0.2747 4.9484 -4.9236 -0.053 -0.672 -0.090
C 0.0943 6.3038 -4.9348 -0.804 -0.540 0.299
H -0.4806 0.5439 -9.0411 -0.154 -0.139 0.080
H -1.2682 1.9833 -9.6619 0.171 0.238 0.211
H -2.2265 0.5795 -9.5182 -0.069 -0.477 0.386
H -1.3038 -0.3289 -6.9465 -0.319 -0.250 -0.212
H -1.7344 0.8633 -5.7583 -0.060 0.351 -0.125
H 0.8750 0.5337 -7.3446 0.130 0.955 -0.628
H 0.7625 0.2612 -5.7531 -0.540 0.034 0.661
H 0.1922 2.9837 -6.7042 -0.139 -0.019 -0.119
H 0.9073 1.9884 -4.0667 -0.332 -0.206 0.149
H -0.7647 2.5262 -4.5707 -0.132 -0.151 0.663
H 1.6720 4.3207 -4.7397 0.257 -0.085 -0.267
H 0.7766 4.2250 -3.2642 -0.403 -0.038 0.278
H 1.0062 6.4462 -5.5148 0.092 0.296 0.029
H 0.1804 6.6379 -3.9009 0.400 0.378 0.062
H -0.7753 6.7947 -5.3717 0.332 0.351 -0.179
C 5.5767 4.9284 1.4770 0.738 -1.575 0.090
O 6.4167 3.7502 1.6879 -1.005 0.492 0.543
C 6.5084 2.9090 0.5686 0.909 -0.605 -0.800
C 7.4494 1.7510 0.8856 -0.350 0.992 -0.003
N 6.8654 0.8589 1.8640 1.490 -0.026 0.618
C 7.6856 -0.3570 1.9536 -1.142 -0.278 1.050
C 7.2047 -1.2654 3.0909 -0.126 -0.479 -0.030
O 5.8524 -1.6983 2.8169 -0.068 -0.076 0.596
C 5.4325 -2.9509 3.3926 1.299 0.191 -0.731
H 4.6353 4.5713 1.0596 -0.154 0.397 -0.032
H 6.1077 5.6079 0.8104 -0.197 0.171 -0.056
H 5.4259 5.3684 2.4629 -0.029 0.114 -0.202
H 6.8899 3.4865 -0.2734 0.343 0.124 -0.207
H 5.6184 2.4283 0.1623 -0.964 0.428 0.621
H 8.3758 2.2170 1.2213 0.156 -0.234 0.625
H 7.7560 1.2339 -0.0236 -0.316 -0.157 -0.527
H 5.8882 0.6498 1.7176 -0.062 -0.124 -0.297
H 8.7271 -0.1390 2.1899 0.021 0.456 -0.074
H 7.6709 -0.8804 0.9976 0.043 -0.379 -0.156
H 7.3567 -0.8229 4.0753 -0.907 0.895 0.073
H 7.9086 -2.0803 3.2605 -0.084 -0.853 -0.900
H 4.5119 -3.3340 2.9524 -0.126 0.641 -0.264
H 5.3292 -2.9779 4.4774 0.178 0.402 0.206
H 6.2031 -3.6619 3.0947 0.049 -0.445 0.338
C -4.3573 2.8368 4.8065 0.942 0.242 0.621
O -3.6051 3.8752 5.4928 -1.867 -0.401 -0.841
C -4.4082 5.0681 5.6877 1.575 -1.482 0.695
C -3.4854 6.0353 6.4080 -0.866 0.528 -1.663
N -2.2906 6.3117 5.6101 -0.100 -0.816 0.782
C -1.6363 7.5690 5.9545 -0.369 -1.091 -1.465
C -2.4628 8.8412 5.7344 0.378 0.676 0.619
O -2.7755 9.2727 4.3842 0.458 -0.916 0.813
C -3.8256 8.5174 3.8015 0.068 -0.018 -0.538
H -4.8492 3.2056 3.9065 0.164 0.118 -0.140
H -5.1109 2.3575 5.4314 -0.156 0.284 0.344
H -3.6324 2.0563 4.5750 -0.043 0.119 -0.292
H -5.2971 4.8554 6.2816 -0.026 -0.171 0.315
H -4.7892 5.4569 4.7434 0.323 0.131 -0.361
H -3.2616 5.7397 7.4330 0.060 -0.061 -0.091
H -4.1559 6.8943 6.3839 0.085 0.715 0.785
H -2.4411 6.1092 4.6321 0.160 0.254 0.096
H -0.7138 7.6280 5.3768 -0.051 0.172 -0.333
H -1.2462 7.3869 6.9559 -0.440 0.839 0.449
H -1.8152 9.5693 6.2229 -0.108 0.726 -0.552
H -3.3810 8.8925 6.3194 -0.196 -0.393 0.047
H -3.6478 7.4425 3.8332 -0.074 0.052 0.221
H -3.9037 8.7555 2.7407 0.320 0.302 -0.006
H -4.8115 8.7471 4.2056 -0.045 0.028 0.502
C -9.0149 -2.2487 -0.6534 0.431 -0.277 0.446
O -7.5921 -2.2851 -0.5927 -0.520 0.837 -0.515
C -6.9992 -1.0966 -1.1605 0.619 -1.017 0.864
C -5.5060 -1.2875 -1.0403 0.591 -1.162 -1.808
N -4.9969 -2.3654 -1.9531 0.208 0.903 0.062
C -3.5740 -2.6290 -1.6855 -0.787 -0.864 0.515
C -3.0779 -3.8306 -2.5136 -1.199 0.448 -0.450
O -4.0169 -4.9539 -2.4711 1.503 0.123 0.523
C -3.5678 -5.9210 -3.4352 -1.173 0.660 -0.207
H -9.3935 -2.1489 -1.6707 0.077 0.174 -0.170
H -9.3972 -1.4505 -0.0172 -0.128 0.256 -0.090
H -9.3982 -3.1853 -0.2486 0.177 -0.065 -0.024
H -7.1878 -0.1935 -0.5799 -0.712 0.048 0.190
H -7.3316 -0.9557 -2.1890 0.061 -0.026 -0.132
H -5.2088 -1.5203 -0.0177 -0.173 0.260 0.338
H -5.0198 -0.3754 -1.3863 0.092 0.176 0.272
H -5.4716 -3.2379 -1.7696 -0.323 -0.012 0.082
H -3.5020 -2.8095 -0.6129 0.461 -0.434 0.347
H -2.9591 -1.7417 -1.8361 0.023 -0.024 -0.512
H -2.0538 -4.1225 -2.2807 -0.044 -0.229 0.457
H -3.0510 -3.4891 -3.5484 -0.017 0.046 -0.309
H -4.0117 -5.5778 -4.3697 0.880 0.220 -0.663
H -4.0415 -6.9009 -3.3750 0.007 -0.003 1.079
H -2.4826 -6.0213 -3.4132 -0.042 -0.003 -0.309
C -4.5847 3.8748 -1.7211 -0.223 0.104 0.397
O -5.9028 3.8602 -2.3573 2.786 -0.392 0.879
C -5.7529 4.1378 -3.7413 -0.809 -0.541 0.449
C -7.1574 3.9500 -4.2442 -0.308 1.207 -2.414
N -7.2989 4.1300 -5.7202 0.232 -0.565 -0.074
C -6.6913 3.1200 -6.6031 -1.374 -0.416 0.170
C -7.4998 1.7535 -6.5836 0.704 2.164 -0.981
O -8.8767 2.0240 -6.9860 1.899 -0.242 0.961
C -9.6264 0.8605 -6.8687 -0.730 -0.800 -0.246
H -4.5515 3.4574 -0.7147 -0.941 -0.236 -0.007
H -4.1912 4.8789 -1.5629 -0.245 0.388 -0.446
H -3.8027 3.3133 -2.2323 -0.311 -0.112 -0.652
H -5.1136 3.4531 -4.2986 0.439 -0.366 0.429
H -5.3333 5.1342 -3.8800 -0.234 0.320 -0.160
H -7.7871 4.7323 -3.8206 -0.193 -0.322 0.318
H -7.5559 2.9582 -4.0306 0.150 0.128 0.387
H -6.9631 5.0190 -6.0623 -0.100 0.271 0.493
H -5.6204 2.9981 -6.4404 0.163 -0.667 0.308
H -6.7361 3.5320 -7.6112 -0.289 -0.075 -0.118
H -7.3512 1.2789 -5.6137 -0.756 -0.037 0.274
H -7.0168 1.0983 -7.3086 -0.073 -0.190 -0.217
H -10.6882 1.0973 -6.8003 0.043 0.249 0.347
H -9.3058 0.2401 -6.0318 -0.181 0.108 0.377
H -9.5715 0.2003 -7.7342 0.401 -0.018 -0.462
C 3.8522 -3.1249 -2.7640 1.113 1.059 1.621
O 3.4612 -3.9991 -3.7352 -0.393 -0.341 -1.998
C 4.4141 -4.1740 -4.8207 -1.039 -0.177 0.344
C 5.2140 -5.3675 -4.4130 1.299 -0.710 -1.461
N 6.2549 -5.7379 -5.4090 -0.065 0.320 -1.275
C 5.7073 -6.3597 -6.6694 0.402 0.334 0.552
C 6.7501 -6.5288 -7.8312 -0.256 -0.578 2.342
O 7.8756 -7.3313 -7.3999 -0.276 0.404 0.007
C 7.5990 -8.7127 -7.2263 -0.431 0.157 -0.479
H 3.1269 -3.0201 -1.9571 -0.476 -0.155 -0.413
H 4.1126 -2.1244 -3.1096 -0.276 0.237 -0.402
H 4.7461 -3.4462 -2.2294 0.438 -0.346 0.040
H 5.0411 -3.3089 -5.0366 0.045 0.240 0.471
H 3.8629 -4.3624 -5.7419 -0.356 0.024 0.165
H 4.5657 -6.2414 -4.3482 -0.415 0.141 0.880
H 5.6981 -5.0408 -3.4927 0.086 -0.783 0.175
H 6.9096 -6.3954 -5.0100 0.071 0.058 0.096
H 4.9058 -5.7267 -7.0503 0.047 0.132 -0.052
H 5.2262 -7.3039 -6.4145 -0.072 -0.385 -0.134
H 7.0820 -5.5113 -8.0375 0.468 -0.324 -0.312
H 6.2799 -7.0153 -8.6858 -0.134 0.175 -0.183
H 6.7826 -8.9407 -6.5410 -0.006 0.322 0.449
H 8.4938 -9.2344 -6.8868 0.042 0.314 -0.048
H 7.2638 -9.1553 -8.1643 0.174 -0.106 -0.376
```
Forces are in eV/Å.

For the frontier orbital gap, the calculation gives 2.7 eV. The energy comes out at -126622.163 eV. Its total charge is -1.

=====

No. 4
Molecular formula: H3NS2
Method: DFT, ωB97M-V with the def2-TZVPD basis set

XYZ file:
```
6
Properties=species:S:1:pos:R:3:forces:R:3
S -1.4581 -0.6848 -0.4106 2.202 0.814 1.828
N 0.3725 -0.7181 0.6529 -2.319 0.113 -0.581
S 1.7171 -0.3825 -0.3380 -0.440 -0.374 -0.970
H -0.7835 -1.5450 -1.1161 0.050 -0.841 -0.845
H 0.2725 0.1255 1.2225 -0.122 -0.084 0.128
H 1.3893 -1.3789 -1.2166 0.629 0.372 0.441
```
Forces are in eV/Å.

For the frontier orbital gap, the calculation gives 7.9 eV. The energy comes out at -23206.886 eV. Its total charge is 0. As for the SMILES: SNS.